# C40H110N10O10

10 unconnected molecules or ions with the total composition C40H110N10O10 in a non-equilibrium geometry (ωB97M-V with the def2-TZVPD basis set, the Open Molecules 2025 dataset).

Multiplicity: 1
Highest occupied orbital energy in eV: -8.5
Frontier orbital gap in eV: 9.007
DFT total energy in Ha: -2889.77535
F_max in eV Å⁻¹: 2.641
Net charge: 0
LUMO level in eV: 0.494
Relative energy (zero: lowest compared OMol25 entry of this formula, charge and spin) in kcal per mole: 22.5

```
170
Properties=species:S:1:pos:R:3:forces:R:3:mulliken_charge:R:1
C -2.423 -4.749 -1.674 -0.3 0.1 0.2 -0.455
O -3.451 -4.339 -0.801 0.1 0.1 0.4 -0.470
C -2.978 -3.556 0.316 0.6 -0.5 -1.7 1.149
C -4.146 -3.049 1.105 -0.4 1.4 0.8 0.181
C -5.132 -2.307 0.193 0.1 -0.6 -0.4 -1.362
N -3.676 -2.062 2.119 -0.3 -0.4 -0.3 -0.566
H -1.642 -5.283 -1.113 0.1 0.1 -0.2 0.131
H -2.002 -3.898 -2.233 0.1 -0.1 0.2 0.173
H -2.884 -5.419 -2.398 0.1 -0.1 0.0 0.285
H -2.255 -4.159 0.892 -0.3 0.2 0.1 -0.189
H -2.412 -2.705 -0.119 -0.2 0.0 0.4 -0.466
H -4.685 -3.845 1.629 0.2 -0.1 -0.1 0.382
H -6.006 -1.931 0.720 0.2 0.2 0.3 0.384
H -5.522 -2.977 -0.580 0.2 0.1 0.0 0.395
H -4.600 -1.486 -0.302 -0.2 0.0 0.1 0.102
H -2.850 -2.402 2.608 -0.2 0.2 -0.1 0.074
H -3.393 -1.207 1.629 0.2 -0.3 0.2 0.196
C -0.077 4.950 -4.892 -0.2 -1.0 0.6 -0.667
O 1.180 5.484 -5.207 -0.4 0.0 -0.1 -0.355
C 2.100 5.286 -4.188 0.5 -0.8 1.5 -0.331
C 3.181 6.317 -4.259 0.5 0.7 -0.1 0.235
C 3.715 6.410 -5.682 0.6 -0.6 -0.1 -1.364
N 4.257 5.941 -3.305 -0.6 -0.3 -0.9 -0.460
H -0.009 3.929 -4.467 0.3 0.2 -0.2 0.314
H -0.653 4.828 -5.804 -0.2 0.5 0.0 0.342
H -0.574 5.537 -4.109 -0.2 0.2 -0.4 0.217
H 1.685 5.297 -3.160 -0.4 0.3 -0.4 0.056
H 2.555 4.270 -4.206 -0.1 0.2 -0.5 0.216
H 2.767 7.277 -3.932 0.0 0.0 -0.1 0.254
H 4.096 5.409 -5.941 0.0 0.2 0.0 0.329
H 4.572 7.087 -5.714 -0.1 0.1 -0.1 0.390
H 2.996 6.645 -6.463 -0.2 0.3 0.2 0.344
H 4.572 5.037 -3.676 0.3 0.3 0.5 0.241
H 5.031 6.588 -3.443 0.0 -0.1 0.1 0.236
C 4.595 -4.074 -1.928 -0.2 1.1 0.7 -0.786
O 4.832 -5.439 -1.954 -0.8 -0.4 -0.8 -0.343
C 5.954 -5.828 -1.241 0.2 -0.1 1.2 -0.713
C 6.076 -7.342 -1.276 1.0 0.2 -0.8 0.495
C 7.339 -7.735 -0.513 0.1 -0.2 -0.3 -1.467
N 6.200 -7.846 -2.676 -0.2 0.3 0.6 -0.691
H 4.509 -3.715 -0.886 0.2 0.0 -0.1 0.300
H 3.636 -3.824 -2.380 0.0 -0.4 -0.3 0.231
H 5.378 -3.484 -2.421 0.0 -0.1 0.0 0.396
H 6.855 -5.315 -1.613 0.0 -0.2 -0.1 0.374
H 5.823 -5.551 -0.175 0.1 0.2 -0.2 0.364
H 5.205 -7.746 -0.752 -0.1 -0.2 -0.4 0.145
H 8.232 -7.424 -1.068 -0.1 0.3 0.1 0.365
H 7.439 -8.817 -0.439 -0.2 0.0 0.2 0.376
H 7.356 -7.286 0.481 0.1 -0.1 0.0 0.376
H 5.585 -7.301 -3.281 0.0 -0.2 0.2 0.296
H 7.143 -7.613 -2.985 -0.1 -0.1 0.0 0.286
C -1.208 -1.226 5.569 0.1 0.3 1.1 -0.827
O -1.022 -2.168 4.580 -0.5 0.3 -0.9 -0.151
C -0.029 -3.069 4.920 0.3 -0.2 0.9 -1.181
C 0.098 -4.040 3.815 1.5 -1.7 -1.3 1.506
C -1.235 -4.668 3.428 -0.3 1.6 0.4 -0.405
N 1.047 -5.148 4.157 -0.3 0.3 0.0 -0.685
H -1.467 -1.738 6.509 -0.2 0.2 0.0 0.350
H -2.005 -0.552 5.283 -0.1 0.1 -0.1 0.159
H -0.285 -0.664 5.776 -0.1 0.1 -0.2 0.321
H 0.905 -2.520 5.114 0.1 -0.2 -0.1 0.427
H -0.288 -3.615 5.845 0.0 0.1 0.0 0.410
H 0.513 -3.527 2.923 -0.4 0.2 0.2 -0.434
H -1.876 -3.836 3.106 0.2 -0.5 -0.2 -0.491
H -1.757 -5.034 4.311 0.2 -0.6 -0.1 0.268
H -1.120 -5.370 2.611 -0.1 -0.4 0.1 0.316
H 1.330 -5.616 3.292 -0.2 0.1 0.4 0.424
H 1.918 -4.834 4.586 -0.3 0.3 -0.1 0.272
C 1.866 -5.846 0.680 -0.1 0.0 -0.5 -0.627
O 2.075 -6.623 1.824 0.7 0.4 0.4 -0.471
C 1.671 -7.955 1.680 -1.1 -0.2 -0.6 -0.913
C 2.006 -8.714 2.933 -0.4 -0.9 -0.3 0.763
C 3.487 -8.926 3.084 0.4 -0.1 0.8 -1.525
N 1.357 -10.051 2.829 0.2 0.7 0.1 -0.753
H 2.227 -4.827 0.813 0.0 -0.1 0.5 0.100
H 0.787 -5.804 0.473 0.1 0.0 -0.3 0.276
H 2.438 -6.255 -0.163 -0.3 -0.1 -0.1 0.396
H 0.573 -7.985 1.515 0.2 0.1 0.1 0.298
H 2.083 -8.421 0.772 0.3 0.0 0.2 0.384
H 1.603 -8.149 3.783 0.2 0.1 0.0 0.259
H 3.671 -9.391 4.061 0.1 0.2 0.0 0.416
H 4.019 -7.976 3.051 0.1 -0.1 0.0 0.320
H 3.892 -9.630 2.358 -0.2 0.2 -0.3 0.377
H 0.353 -9.921 2.722 0.1 -0.2 0.2 0.237
H 1.522 -10.523 3.714 -0.2 -0.1 -0.2 0.282
C 1.097 -2.149 -0.583 -0.4 -0.5 0.3 0.038
O 1.121 -0.762 -0.366 0.9 0.2 -0.2 -0.422
C 0.132 -0.328 0.545 -0.3 -0.2 0.2 -0.575
C -1.069 0.190 -0.203 -1.3 -0.6 0.3 1.203
C -0.815 1.424 -1.038 -0.1 0.6 -0.4 -1.267
N -2.211 0.300 0.737 -0.5 1.5 0.0 0.344
H 1.328 -2.670 0.358 -0.4 -0.1 -0.1 0.126
H 1.831 -2.523 -1.298 0.2 0.8 -0.1 -0.024
H 0.116 -2.442 -0.982 0.0 -0.3 0.3 0.136
H -0.210 -1.146 1.193 0.1 0.0 0.0 -0.194
H 0.539 0.446 1.207 0.2 0.0 -0.2 0.467
H -1.440 -0.631 -0.838 0.6 0.1 -0.3 -0.300
H 0.116 1.419 -1.612 0.0 -0.3 0.1 0.508
H -0.803 2.338 -0.428 0.0 -0.2 0.1 0.237
H -1.629 1.538 -1.762 0.0 0.1 0.1 -0.174
H -2.045 1.036 1.442 0.4 -0.4 -0.2 0.092
H -3.029 0.751 0.258 0.7 -0.6 0.1 -0.268
C 0.328 7.990 3.035 0.7 0.1 1.1 -0.833
O -0.106 7.632 1.782 0.3 0.0 -1.0 -0.319
C -1.246 6.833 1.778 -0.5 0.5 0.9 -0.597
C -1.417 6.182 0.444 -0.8 -0.4 0.3 1.007
C -1.410 7.177 -0.664 0.9 0.7 -0.9 -1.701
N -2.720 5.521 0.411 -0.9 -0.5 0.0 -0.134
H 0.906 7.168 3.480 -0.2 0.0 0.2 0.288
H -0.490 8.279 3.706 0.0 -0.1 0.0 0.361
H 1.012 8.836 2.968 -0.1 0.1 -0.2 0.264
H -1.266 6.076 2.581 0.4 0.0 -0.1 0.224
H -2.109 7.484 2.008 -0.1 -0.1 -0.2 0.359
H -0.617 5.458 0.299 0.0 -0.2 0.0 -0.333
H -1.524 6.676 -1.627 -0.5 0.0 0.0 0.356
H -0.458 7.708 -0.752 0.0 -0.1 0.3 0.354
H -2.168 7.945 -0.495 -0.2 -0.1 -0.2 0.440
H -2.987 5.007 1.257 0.6 0.0 -0.2 -0.017
H -3.447 6.231 0.324 0.2 0.0 -0.2 0.308
C 5.580 2.288 0.050 0.1 -0.5 -0.5 -0.762
O 4.879 3.122 -0.848 0.1 0.0 0.3 -0.395
C 3.616 3.481 -0.363 -1.1 0.5 -0.2 -0.328
C 3.629 4.728 0.510 1.6 1.0 0.0 0.480
C 2.232 5.239 0.832 0.6 -0.1 -1.3 -1.076
N 4.431 5.823 -0.139 -1.0 -0.5 -0.5 -0.812
H 5.438 1.248 -0.271 0.1 0.0 0.2 0.252
H 5.223 2.381 1.075 0.1 0.2 0.1 0.349
H 6.639 2.528 -0.027 0.0 0.0 0.2 0.268
H 2.989 3.702 -1.237 0.1 0.0 0.0 0.037
H 3.108 2.678 0.176 0.1 -0.4 0.0 0.492
H 4.186 4.543 1.444 -0.4 -0.3 -0.1 0.315
H 1.697 4.471 1.388 -0.3 0.4 0.4 0.446
H 1.709 5.428 -0.119 0.0 -0.3 0.1 -0.172
H 2.331 6.238 1.246 -0.3 -0.2 0.7 0.284
H 4.010 5.948 -1.074 0.2 0.2 0.4 0.308
H 5.346 5.453 -0.395 -0.1 -0.1 0.3 0.332
C -2.804 -0.084 -4.592 -0.4 -0.4 0.0 -0.721
O -3.560 1.104 -4.581 -0.6 0.1 0.2 -0.399
C -4.455 1.185 -3.466 0.5 -1.1 -0.5 0.149
C -5.128 2.516 -3.521 -0.7 0.8 0.4 0.020
C -4.178 3.669 -3.281 0.2 0.5 -0.8 -1.437
N -6.238 2.579 -2.524 0.5 0.2 -0.6 -0.581
H -2.711 -0.423 -5.624 0.4 0.2 0.0 0.309
H -3.331 -0.909 -4.090 0.1 0.2 0.2 0.303
H -1.838 0.086 -4.112 0.1 -0.2 -0.1 0.228
H -5.220 0.387 -3.536 0.2 0.1 -0.1 0.394
H -3.883 0.980 -2.546 -0.2 0.4 0.1 -0.229
H -5.521 2.658 -4.536 0.0 -0.2 0.0 0.455
H -3.576 3.778 -4.180 0.4 -0.1 0.1 0.416
H -3.523 3.555 -2.427 0.0 -0.1 0.2 0.092
H -4.700 4.631 -3.224 -0.1 -0.2 0.3 0.446
H -7.056 2.085 -2.872 0.1 0.0 0.1 0.249
H -6.480 3.567 -2.490 -0.3 -0.2 0.2 0.227
C -2.821 3.165 3.838 -0.2 0.3 0.3 -0.789
O -3.338 3.230 2.540 0.2 0.0 -0.5 0.003
C -4.458 2.397 2.375 -0.3 -0.6 0.2 -0.875
C -5.166 2.729 1.096 0.1 0.1 -1.1 0.751
C -6.552 2.132 1.021 -0.5 0.1 0.6 -1.621
N -4.381 2.262 -0.092 -0.4 0.8 0.2 0.256
H -2.579 2.146 4.156 0.0 -0.1 -0.1 0.150
H -3.579 3.576 4.515 0.2 0.0 0.3 0.354
H -1.928 3.783 3.854 0.1 0.0 0.1 0.226
H -4.148 1.340 2.354 0.0 0.0 0.1 0.174
H -5.158 2.506 3.218 0.1 0.2 0.0 0.523
H -5.232 3.828 1.020 -0.2 -0.2 0.3 0.078
H -6.532 1.040 1.010 0.1 0.0 -0.4 0.222
H -7.046 2.539 0.143 -0.1 -0.3 -0.2 0.359
H -7.183 2.387 1.881 0.2 0.2 0.0 0.490
H -3.689 3.010 -0.204 0.1 -0.4 -0.3 0.013
H -5.006 2.313 -0.925 0.5 0.0 0.8 -0.253
```
Positions in Å, forces in eV/Å.